Entry from the Open Molecules 2025 dataset: a structure of composition C26H23Br2CaI2N3O3 at a distorted geometry (the ωB97M-V functional and the def2-TZVPD basis).

Summary:
2S+1: 1
LUMO energy (alpha / beta) in eV: 3.5 / 3.5
Charge: -2
Kohn-Sham gap (alpha / beta) in eV: 2.89 / 2.93
Highest occupied orbital energy (alpha / beta) in eV: 0.65 / 0.61
Energy in eV: -212674.1932

Atoms and positions in Å:
Ca  0.11477  -0.51653  1.33206
I  7.12279  -3.87623  0.05644
C  5.30807  -3.13899  0.76307
C  5.07315  -3.07525  2.12407
C  3.86076  -2.57641  2.56841
I  3.53074  -2.48888  4.62292
C  2.82424  -2.12688  1.71076
O  1.72520  -1.67887  2.16480
C  3.11629  -2.21166  0.30538
C  2.09619  -1.81366  -0.74785
N  1.53150  -0.47950  -0.55938
C  2.46621  0.63328  -0.67802
C  2.03148  1.84321  0.12434
C  2.28927  3.10604  -0.31910
C  2.02539  4.24290  0.50000
C  1.60010  3.93909  1.81731
C  1.34270  2.64934  2.18134
N  1.45044  1.54828  1.35023
C  4.33309  -2.70163  -0.12806
H  5.81779  -3.40315  2.83610
H  2.58631  -1.91224  -1.73122
H  1.25129  -2.50914  -0.71973
H  0.70095  -0.37033  -1.15094
H  3.42762  0.28245  -0.28419
H  2.63184  0.92440  -1.72720
H  2.71428  3.22330  -1.31181
H  2.23254  5.25152  0.17344
H  1.46910  4.72208  2.55790
H  1.01436  2.43386  3.19338
H  4.52282  -2.74047  -1.19487
C  -0.50773  1.81706  -2.49237
C  -1.60060  0.79885  -2.33256
C  -2.75051  0.86126  -3.08216
C  -3.75757  -0.11398  -2.92685
C  -3.54411  -1.14723  -1.98068
C  -4.49880  -2.12512  -1.62359
Br  -6.18848  -2.17148  -2.52641
C  -4.29174  -3.02497  -0.60344
C  -3.08461  -3.00529  0.07937
Br  -2.84565  -4.22928  1.51916
C  -2.04030  -2.12754  -0.24177
O  -0.92041  -2.09873  0.39820
C  -2.31133  -1.16161  -1.26734
N  -1.35254  -0.17587  -1.42445
H  -0.85662  2.69013  -3.04609
H  0.34831  1.39691  -3.03146
H  -0.12891  2.14748  -1.52295
H  -2.87630  1.67495  -3.78728
H  -4.67943  -0.07344  -3.48841
H  -5.05669  -3.73945  -0.33312
C  -3.81193  1.14640  0.46216
O  -2.80938  0.35081  1.15355
C  -1.94803  0.84794  1.98541
C  -2.12374  2.30034  2.31144
H  -3.31704  1.93865  -0.09788
H  -4.53041  1.55063  1.17628
H  -4.28381  0.45263  -0.22613
H  -3.15762  2.55847  2.56544
H  -1.83134  2.89690  1.43625
H  -1.45393  2.58468  3.11807

Atom charges from the Mulliken analysis, given in e for atoms 1 to 5: atom 1 (Ca): 2.025, atom 2 (I): -0.042, atom 3 (C): -0.353, atom 4 (C): -0.465, atom 5 (C): -0.364